DFT (ωB97M-V/def2-TZVPD) results for the molecule C4H6N2 in a non-equilibrium geometry.

Properties
SMILES string: [H]/N=C1\[C@H]2CN[C@@H]12
ΔE to the lowest compared entry with this formula, charge and spin, eV: 3.905
2S+1: 1
LUMO level, eV: 0.96
HOMO, eV: -8.966

Last column: Löwdin charge in e.
Cartesian coordinates (Å):
N -1.2290 -1.7700 0.9725  0.160
C -0.8770 -0.6234 0.5894  -0.311
C -0.9110 0.6471 -0.0838  -0.203
C 0.3504 0.2424 0.7395  -0.120
C 1.0845 0.1432 -0.6020  -0.165
N -0.0913 0.7423 -1.2731  -0.001
H -1.6151 1.4079 0.2268  0.136
H 0.7069 0.9309 1.4995  0.127
H -0.3780 -1.9088 1.5189  0.063
H 1.3258 -0.8847 -0.9116  0.111
H 1.9918 0.7450 -0.7177  0.104
H -0.4331 0.2615 -2.0908  0.100



DFT (ωB97M-V/def2-TZVPD) results for a structure of composition C4H2F2O in a non-equilibrium geometry.

Properties
ΔE to the lowest compared entry with this formula, charge and spin, eV: 1.756
2S+1: 1
LUMO level, eV: 0.46
HOMO, eV: -8.592

Last column: Löwdin charge in e.
Cartesian coordinates (Å):
C -0.0969 0.6008 -0.7814  -0.038
C -0.1517 -0.8210 -0.6355  -0.047
C 0.1303 1.1568 0.4390  -0.468
C 0.0008 -1.2235 0.6132  -0.077
O 0.2362 0.4048 1.4832  0.102
F 0.2732 2.4643 0.6292  0.123
F 0.1335 -2.2214 1.4111  0.175
H -0.2153 1.1330 -1.6998  0.104
H -0.3102 -1.4938 -1.4590  0.126



DFT (ωB97M-V/def2-TZVPD) results for a cluster of 2 separate species, C4H9N3 in total in a non-equilibrium geometry.

Properties
ΔE to the lowest compared entry with this formula, charge and spin, eV: 3.199
2S+1: 3
Charge: +2
<S²>: 2.011
LUMO level (spin up / spin down), eV: -8.62 / -12.99
HOMO (spin up / spin down), eV: -15.179 / -20.451

Last column: Löwdin charge in e.
Cartesian coordinates (Å):
C 2.5108 1.2024 -0.0060  0.011
C 0.7934 -1.7877 0.5578  0.204
C 1.2552 0.4479 -0.4079  -0.172
C -2.5167 0.0965 0.1652  -0.127
N -1.7306 0.6382 0.8372  0.350
N -3.1157 -0.3741 -0.8236  0.286
N 0.9522 -0.6640 0.1175  0.171
H 3.2393 0.6805 0.6063  0.101
H 2.7984 1.6157 -1.0803  0.161
H 1.1256 -2.7737 0.2224  0.173
H 0.2660 -2.0978 1.3504  0.104
H 0.6401 0.8303 -1.2221  0.139
H -1.4571 1.3222 1.5648  0.184
H 2.0517 1.9697 0.5553  0.082
H -3.0179 0.0019 -1.7236  0.158
H -3.7946 -1.1079 -0.7133  0.175



DFT (ωB97M-V/def2-TZVPD) results for a structure of composition C27H15Cl3IN5O3Sr.

Properties
ΔE to the lowest compared entry with this formula, charge and spin, eV: 0.000
2S+1: 1
Charge: -2
LUMO level, eV: 3.70
HOMO, eV: -2.067

Last column: Löwdin charge in e.
Cartesian coordinates (Å):
Sr -1.1533 -0.0013 0.7291  1.520
Cl 3.0575 -1.3018 -5.3490  0.614
C 1.7263 -1.0748 -4.2296  -0.625
C 0.4606 -1.3955 -4.6237  -0.206
C -0.6226 -1.2318 -3.7518  -0.654
I -2.5313 -1.7807 -4.3896  0.828
C -0.4938 -0.7504 -2.4426  -0.481
O -1.4543 -0.6150 -1.6233  -0.273
C 0.8741 -0.3963 -2.0583  -0.132
N 1.0249 0.1039 -0.8069  0.068
C 2.2196 0.4356 -0.3826  -0.119
C 3.3723 0.2865 -1.1739  -0.043
C 3.2479 -0.2087 -2.4394  -0.036
C 1.9718 -0.5641 -2.9304  -0.180
H 0.2958 -1.7837 -5.6199  0.080
H 2.2813 0.8340 0.6239  0.103
H 4.3374 0.5574 -0.7677  0.102
H 4.1131 -0.3375 -3.0761  0.080
Cl 0.8245 4.6195 2.7988  0.556
C -0.1455 4.2878 1.3531  -1.001
Cl 0.6898 4.9163 -0.0991  0.550
C -0.4494 2.7873 1.1420  -0.838
O -1.3492 2.5613 0.3072  -0.123
O 0.1861 1.9348 1.7994  -0.164
H -1.0779 4.8330 1.4507  0.020
C -1.2257 -6.0623 0.3242  -0.147
C -0.3166 -5.8984 1.3647  -0.128
C 0.1080 -4.6390 1.7489  -0.060
C -0.3586 -3.4735 1.1037  -0.323
C -1.2766 -3.6620 0.0523  -0.036
C -1.6996 -4.9267 -0.3220  -0.113
N -0.0239 -2.1983 1.5099  -0.077
C 1.2587 -1.9383 1.9163  -0.352
C 1.4945 -0.8530 2.7891  -0.075
C 2.7732 -0.4418 3.1213  -0.121
C 3.8894 -1.1057 2.6240  -0.147
C 3.6822 -2.1918 1.7776  -0.128
C 2.4091 -2.6042 1.4290  -0.055
H -1.5544 -7.0497 0.0236  0.077
H 0.0626 -6.7683 1.8918  0.086
H 0.8040 -4.5303 2.5720  0.104
H -1.6334 -2.7960 -0.4958  0.081
H -2.3991 -5.0234 -1.1450  0.093
H 0.6436 -0.3169 3.1942  0.093
H 2.8926 0.4151 3.7748  0.099
H 4.8915 -0.7858 2.8824  0.077
H 4.5349 -2.7188 1.3607  0.089
H 2.2861 -3.4304 0.7399  0.106
N -3.3519 0.5164 2.1351  0.048
C -3.9066 1.4996 2.3972  -0.225
C -4.5745 2.6879 2.7108  -0.294
C -5.9322 2.6620 3.0912  -0.277
N -7.0460 2.6461 3.4036  0.083
C -3.8730 3.9117 2.6392  -0.244
N -3.3023 4.9156 2.5818  0.121